# 1
74
Properties=species:S:1:pos:R:3 method="wB97M-V/def2-TZVPD" homo_ev="-14.043 / -15.170" total_energy_ha=-1783.4888 homo_lumo_gap_ev="7.04 / 7.84" multiplicity=3 total_charge=+2
W 0.3650 -0.2092 -0.1212
C 1.4548 -0.9129 -1.9285
C 1.8535 0.4205 -1.5170
C 2.4491 -1.0767 0.1449
C 1.9642 -1.8244 -0.9691
C 2.4393 0.3167 -0.2051
C 0.9714 -1.2867 -3.2931
H 0.2269 -0.5730 -3.6612
H 0.5275 -2.2870 -3.3038
H 1.8029 -1.2935 -4.0105
C 2.1554 -3.2882 -1.1533
H 1.6667 -3.6661 -2.0586
H 1.7830 -3.8683 -0.2997
H 3.2202 -3.5482 -1.2673
C 3.2156 -1.6830 1.2831
H 4.2557 -1.9245 0.9977
H 2.7637 -2.6282 1.6285
H 3.2895 -1.0046 2.1453
C 3.0815 1.4167 0.5576
H 3.9111 1.8577 -0.0081
H 3.4569 1.0688 1.5206
H 2.3441 2.2025 0.7305
C 1.7950 1.6313 -2.3705
H 2.6300 1.6603 -3.0992
H 1.8358 2.5239 -1.7411
H 0.8497 1.6509 -2.9333
C -2.0124 1.1590 -0.2115
C -1.2380 1.3577 -1.3262
C -1.3246 2.7085 -2.0326
C -0.3931 3.7781 -1.4022
C 0.2466 3.3241 -0.1304
C -0.4659 3.1284 0.9989
C -1.9527 3.3747 1.0659
C -2.8214 2.2596 0.4241
H -2.3609 3.0947 -2.0371
H -0.9462 4.7160 -1.2159
H -1.0987 2.6241 -3.1082
H -3.5308 2.7227 -0.2890
H -2.3896 0.1478 0.0565
H -1.0657 0.5210 -2.0653
H -3.4904 1.8623 1.2007
H -2.2296 3.4947 2.1269
H 0.0316 3.1606 1.9702
H -2.1799 4.3548 0.6065
H 0.3764 4.0497 -2.1364
H 1.3068 3.5477 -0.0435
P -1.6522 -2.1192 -0.9575
C -1.2233 -3.8294 -1.4331
H -2.1399 -4.4000 -1.6374
H -0.6741 -4.3178 -0.6220
H -0.6021 -3.8486 -2.3344
C -2.8619 -2.4227 0.3864
H -3.6327 -3.1212 0.0374
H -3.3405 -1.4897 0.7016
H -2.3443 -2.8556 1.2494
C -2.6774 -1.5687 -2.3398
H -3.0969 -0.5843 -2.1223
H -3.4887 -2.2818 -2.5234
H -2.0643 -1.4825 -3.2419
P 0.2308 -0.1058 2.6416
C 1.2215 1.2080 3.3742
H 0.7860 1.5116 4.3342
H 1.2746 2.0772 2.7214
H 2.2458 0.8574 3.5415
C -1.5049 0.3645 2.9342
H -1.7330 1.2613 2.3582
H -1.6821 0.5561 3.9983
H -2.1662 -0.4398 2.5968
C 0.4737 -1.4212 3.8857
H 0.3998 -1.0404 4.9149
H 1.4601 -1.8774 3.7498
H -0.2627 -2.2164 3.7445
N 0.2101 -3.2778 1.5154
C 0.0753 -2.1964 1.0071

---

# 2
9
Properties=species:S:1:pos:R:3 method="wB97M-V/def2-TZVPD" homo_ev=-9.761 total_energy_ha=-1050.5621 de_lowest_kcal_mol=44.16 homo_lumo_gap_ev=8.83
N 0.6353 0.1305 0.0922
N -0.6475 0.5436 0.4143
F -0.4645 1.8919 -1.7294
F -1.7773 -0.4254 -2.2778
P -1.5858 1.2037 -0.8400
S -3.1838 2.3165 -0.5603
H 0.7076 -0.8687 0.0048
H 1.0080 0.8498 -0.5982
H -1.1051 -0.1784 0.9648

---

# 3
13
Properties=species:S:1:pos:R:3 method="wB97M-V/def2-TZVPD" homo_ev=-7.874 total_energy_ha=-232.3206 de_lowest_kcal_mol=78.45 homo_lumo_gap_ev=8.85
C 0.4328 1.7201 -0.6181
C 1.0771 -0.8386 -0.1025
C -1.2328 -0.3105 0.7554
C -0.3181 -0.3644 -0.4182
O 1.4167 1.9063 0.0453
H -0.1167 2.2839 -1.4518
H 1.4710 -0.2452 0.6548
H 1.6388 -1.0109 -1.0319
H 0.9031 -1.7879 0.3289
H -0.7379 -0.0208 1.5925
H -1.7905 -1.1358 1.2264
H -2.0542 0.3279 0.4557
H -0.6896 -0.5241 -1.4364

---

# 4
16
Properties=species:S:1:pos:R:3 method="wB97M-V/def2-TZVPD" homo_ev=-3.135 total_energy_ha=-342.4639 de_lowest_kcal_mol=28.71 homo_lumo_gap_ev=7.22 total_charge=-1
N 3.0203 1.7069 0.0055
C 2.3461 0.5547 0.7115
O 1.7512 -0.2596 -0.1618
H 3.9901 1.8405 0.2636
H 2.9214 1.4675 -0.9735
H 3.1442 0.0357 1.2970
H 1.6125 1.0215 1.4202
C -2.8537 -0.7143 -0.3236
C -2.4609 -1.5975 -1.2497
C -0.8095 -0.0147 0.5310
N -2.0530 0.2307 0.2651
H -3.8954 -0.6477 -0.0070
H -1.4217 -1.6651 -1.5507
H -3.1245 -2.3467 -1.6558
H 0.0289 0.5304 0.0809
H -0.6417 -0.8688 1.1955

---

# 5
69
Properties=species:S:1:pos:R:3 method="wB97M-V/def2-TZVPD" homo_ev=-9.236 total_energy_ha=-2108.9007 de_lowest_kcal_mol=555.70 homo_lumo_gap_ev=9.11
K -0.7972 2.4191 -0.1144
B 0.1462 0.1567 -0.5445
F 0.3638 -1.1514 -0.9049
F 0.3995 0.3294 0.7560
F 0.7705 1.0560 -1.3396
F -1.2223 0.4649 -0.6645
C 3.8114 -2.3594 -0.5973
C 2.8980 -1.2117 -0.4580
O 2.9457 -0.2724 -1.4257
H 3.8136 -3.0168 0.2722
H 4.8513 -2.0347 -0.6308
H 3.5973 -2.9602 -1.4812
H 3.2228 -0.8720 0.5255
H 1.9315 -1.6922 -0.3063
H 2.0591 0.0888 -1.4963
C -1.0319 -2.7615 -1.9186
C -2.1704 -1.8053 -1.6671
O -1.7832 -0.7667 -2.4612
H -1.3031 -3.7392 -1.5205
H -0.2153 -2.4225 -1.2812
H -0.6337 -2.8024 -2.9325
H -2.2282 -1.6540 -0.5892
H -3.0394 -2.3891 -1.9705
H -1.0307 -0.3050 -2.0841
C 0.8881 0.7580 -3.6424
C 1.2749 -0.7172 -3.6729
O 0.5863 -1.4360 -4.6747
H -0.1926 0.8910 -3.5923
H 1.2691 1.2871 -4.5158
H 1.3570 1.2686 -2.8012
H 1.3149 -1.1559 -2.6759
H 2.3146 -0.7826 -3.9936
H 0.6969 -2.3842 -4.5727
C -2.4861 -2.0741 2.0736
C -1.0468 -1.8780 1.6467
O -0.7432 -0.5125 1.9058
H -2.8718 -1.5222 2.9308
H -2.7295 -3.1354 2.1241
H -3.1970 -1.7816 1.3009
H -0.9785 -2.1759 0.6004
H -0.3764 -2.6065 2.1025
H -0.3228 -0.1236 1.1352
C -3.3378 0.8887 2.1431
C -3.0020 0.8627 0.6617
O -2.6945 2.1257 0.2844
H -2.4458 0.9828 2.7624
H -3.6257 -0.1169 2.4497
H -4.1765 1.4722 2.5229
H -3.8345 0.3313 0.2007
H -2.1266 0.2802 0.3745
H -3.5989 2.4474 0.2763
C -1.2856 3.6492 2.7726
C -0.5619 2.2643 2.7521
O 0.2565 1.9352 1.6180
H -2.0791 3.6746 2.0257
H -0.5968 4.4693 2.5696
H -1.5774 3.8247 3.8081
H -1.2619 1.4805 3.0415
H 0.1905 2.1756 3.5359
H 0.8358 1.2581 1.9752
C 3.6004 1.2758 1.0583
C 2.1675 1.7006 0.9734
O 1.7719 2.3737 -0.1528
H 3.8348 0.7803 0.1162
H 3.6224 0.6850 1.9740
H 4.3407 2.0506 1.2577
H 1.9092 2.2953 1.8496
H 1.5555 0.8237 1.1847
H 2.0074 1.7920 -0.8792